This record from the OMol25 dataset describes one molecule with the formula C5H8O3 at a distorted geometry. The level of theory is ωB97M-V/def2-TZVPD.

Properties
E = -420.90039 Ha
ΔE to the lowest compared entry with this formula, charge and spin = 97.7 kcal per mole
SMILES = O[C@@]12COCO[C@H]1C2
HOMO-LUMO gap = 10.0 eV
maximum force = 2.940 eV Å⁻¹
total charge = 0
highest occupied orbital energy = -9.17 eV
molar mass = 116.12 Da

Geometry as XYZ:
```
16
Properties=species:S:1:pos:R:3:nbo_charge:R:1
H -2.611 -0.676 0.363 0.249
C -0.857 0.475 -0.091 0.125
C -0.485 -0.948 -0.388 0.050
H 2.457 -0.756 0.843 0.190
O -1.003 0.780 1.214 -0.696
O 0.585 -1.348 0.459 -0.527
H -2.375 -0.422 -1.440 0.228
H 0.324 0.994 -1.775 0.172
H 1.981 -0.969 -0.907 0.140
C -1.930 -0.517 -0.492 -0.381
H 0.234 2.282 -0.580 0.198
H -0.111 -1.096 -1.400 0.164
C 0.245 1.218 -0.713 -0.075
H -0.384 0.240 1.762 0.480
O 1.479 0.856 -0.039 -0.530
C 1.694 -0.544 0.028 0.212
```

This record from the OMol25 dataset describes one molecule with the formula C5H8O3. The level of theory is ωB97M-V/def2-TZVPD.

Properties
E = -420.97457 Ha
ΔE to the lowest compared entry with this formula, charge and spin = 51.1 kcal per mole
SMILES = C/C(O)=C(/C)C(=O)O
HOMO-LUMO gap = 8.2 eV
maximum force = 0.535 eV Å⁻¹
total charge = 0
highest occupied orbital energy = -7.64 eV
molar mass = 116.12 Da

Geometry as XYZ:
```
16
Properties=species:S:1:pos:R:3:nbo_charge:R:1
C 1.724 1.027 0.125 -0.684
O -0.500 1.928 0.015 -0.635
H -0.817 -2.663 -1.192 0.485
O -0.493 -2.024 -1.839 -0.662
H 0.033 2.731 -0.082 0.485
C 0.252 0.832 -0.114 0.662
C -0.438 -0.446 0.067 -0.416
H 2.120 1.852 -0.473 0.219
H -0.838 -1.053 2.111 0.204
H 1.867 1.257 1.186 0.224
O 0.393 0.077 -1.876 -0.619
H -1.871 -1.791 0.891 0.211
C -1.356 -0.866 1.165 -0.617
H 2.268 0.122 -0.125 0.253
C -0.213 -0.863 -1.213 0.677
H -2.132 -0.118 1.355 0.215
```

This record from the OMol25 dataset describes one molecule with the formula C5H8O3 at a distorted geometry. The level of theory is ωB97M-V/def2-TZVPD.

Properties
E = -420.91429 Ha
ΔE to the lowest compared entry with this formula, charge and spin = 89.0 kcal per mole
SMILES = CC(C=O)(C=O)CO
HOMO-LUMO gap = 9.8 eV
maximum force = 7.153 eV Å⁻¹
total charge = 0
highest occupied orbital energy = -9.75 eV
molar mass = 116.12 Da

Geometry as XYZ:
```
16
Properties=species:S:1:pos:R:3:nbo_charge:R:1
H -2.952 -1.064 -0.465 0.478
H -0.899 -1.601 0.671 0.169
H -1.713 -0.134 0.939 0.192
C 0.182 0.082 -0.041 -0.347
H 0.797 -0.707 1.842 0.202
C -1.148 -0.625 0.198 -0.059
C 1.111 -0.635 -0.906 0.442
O 2.322 -0.196 -1.205 -0.546
O -2.049 -0.660 -0.955 -0.705
H 0.616 1.111 1.912 0.233
H 2.185 0.612 1.090 0.274
H 0.673 -1.639 -1.114 0.145
C 1.079 0.356 1.183 -0.593
C -0.042 1.399 -0.868 0.470
H 0.687 1.479 -1.771 0.144
O -0.849 2.223 -0.508 -0.499
```

This record from the OMol25 dataset describes one molecule with the formula C5H8O3S at a distorted geometry. The level of theory is ωB97M-V/def2-TZVPD.

Properties
E = -818.99078 Ha
ΔE to the lowest compared entry with this formula, charge and spin = 151.8 kcal per mole
HOMO-LUMO gap (spin up / spin down) = 7.9 / 8.5 eV
maximum force = 5.563 eV Å⁻¹
total charge = 0
highest occupied orbital energy (spin up / spin down) = -8.90 / -9.04 eV
molar mass = 148.18 Da

Geometry as XYZ:
```
17
Properties=species:S:1:pos:R:3:nbo_charge:R:1
H 0.837 1.454 -0.913 0.219
S 2.144 -0.588 0.214 2.054
H -1.556 1.704 -1.436 0.202
C -1.264 1.011 -0.643 0.109
O -2.354 0.699 0.150 -0.476
O 2.972 -1.038 1.259 -0.935
H -1.520 -1.476 1.264 0.216
H 0.183 2.119 0.576 0.249
C -1.734 -0.353 -0.478 -0.037
H 0.622 0.087 1.889 0.249
C -1.095 -1.406 0.280 -0.256
H -0.595 -2.143 -0.285 0.229
H -2.303 -0.625 -1.381 0.200
O 1.677 -1.393 -0.823 -0.959
C 0.152 1.217 0.043 -0.513
C 0.767 0.254 0.835 -0.487
H 3.065 0.476 -0.550 -0.064
```

Q: Number 1 is which compound?
A: C5H8O3

Q: Look up the E of the second one.
A: -420.97457 Ha

Q: What is the maximum force in the second record?
A: 0.535 eV Å⁻¹